(1)
{"formula": "C25H51ClNO7P2", "method": "wB97M-V/def2-TZVPD", "max_force_ev_per_a": 9.00, "e_homo_ev": -11.8, "charge": 1, "elements": ["C", "C", "C", "C", "C", "C", "C", "C", "C", "C", "N", "C", "C", "P", "O", "O", "O", "O", "C", "C", "C", "C", "C", "C", "C", "C", "C", "C", "C", "O", "C", "C", "O", "P", "O", "Cl", "H", "H", "H", "H", "H", "H", "H", "H", "H", "H", "H", "H", "H", "H", "H", "H", "H", "H", "H", "H", "H", "H", "H", "H", "H", "H", "H", "H", "H", "H", "H", "H", "H", "H", "H", "H", "H", "H", "H", "H", "H", "H", "H", "H", "H", "H", "H", "H", "H", "H", "H"], "positions_angstrom": [[-4.992, 2.949, -2.106], [-5.511, 1.390, -2.378], [-5.269, 0.927, -3.937], [-3.654, 0.776, -4.172], [-3.318, -0.835, -4.369], [-1.942, -0.899, -5.280], [-0.679, -0.830, -4.186], [-0.526, -2.348, -3.590], [0.674, -2.492, -2.433], [0.472, -1.379, -1.197], [0.739, -1.935, 0.179], [-0.447, -1.968, 1.134], [-1.493, -0.761, 1.163], [-1.002, 1.045, 1.128], [-2.389, 1.838, 0.850], [-0.542, 1.685, 2.725], [0.033, 1.589, -0.158], [-1.224, -3.143, 0.605], [-2.405, -3.495, 1.309], [-3.741, -3.280, 0.324], [0.014, -2.208, 2.725], [1.229, -3.296, 2.808], [2.444, -2.867, 1.815], [2.090, -1.599, 0.783], [2.322, -0.128, 1.387], [3.781, 0.053, 2.187], [4.160, 1.650, 2.338], [5.038, 2.008, 3.680], [4.702, 3.584, 4.069], [4.626, 4.321, 2.787], [3.418, 5.177, 2.787], [3.247, 6.571, 3.639], [2.387, 4.785, 2.017], [3.487, -1.826, -0.573], [4.168, -0.290, -1.030], [5.143, -2.922, 0.209], [-5.915, 3.686, -2.207], [-4.557, 3.041, -1.005], [-4.171, 3.213, -2.907], [-4.963, 0.684, -1.588], [-6.683, 1.407, -2.209], [-5.652, 1.723, -4.731], [-5.804, -0.115, -4.088], [-2.990, 1.133, -3.263], [-3.273, 1.302, -5.173], [-4.210, -1.454, -4.808], [-3.098, -1.297, -3.292], [-1.896, -2.010, -5.707], [-1.872, -0.079, -6.112], [0.250, -0.468, -4.826], [-0.868, -0.018, -3.365], [-1.543, -2.830, -3.249], [-0.141, -3.031, -4.491], [1.742, -2.353, -2.947], [0.611, -3.601, -2.076], [1.143, -0.427, -1.461], [-0.634, -1.008, -1.394], [0.914, -2.974, -0.029], [-2.267, -0.922, 0.266], [-2.165, -0.877, 2.145], [-0.378, 2.679, 2.549], [-0.547, 1.849, -0.955], [-2.674, -2.986, 2.315], [-2.394, -4.670, 1.523], [-4.221, -2.224, 0.604], [-3.310, -3.133, -0.772], [-4.510, -4.158, 0.399], [0.398, -1.217, 3.239], [-0.847, -2.601, 3.409], [1.628, -3.519, 3.893], [0.777, -4.330, 2.419], [3.414, -2.693, 2.444], [2.606, -3.793, 1.078], [2.369, 0.715, 0.542], [1.549, 0.267, 2.171], [3.565, -0.353, 3.288], [4.638, -0.606, 1.758], [4.650, 1.992, 1.328], [3.120, 2.214, 2.460], [4.842, 1.310, 4.598], [6.173, 1.894, 3.384], [3.640, 3.628, 4.601], [5.490, 4.070, 4.787], [3.876, 7.431, 3.143], [3.611, 6.419, 4.749], [2.111, 6.907, 3.655], [3.425, 0.337, -1.328]], "atomic_forces_ev_per_a": [[-0.3, -0.5, 0.1], [-0.7, 1.1, -0.2], [0.9, 0.4, 0.8], [0.0, -1.5, -0.7], [0.8, 0.9, 0.1], [-0.2, -1.7, 1.8], [-0.4, -0.2, -1.5], [1.5, -0.1, -0.5], [-0.2, 0.0, -0.7], [-0.7, 1.2, -4.0], [0.4, -1.5, -0.6], [-2.3, -0.9, 2.9], [-0.6, -0.9, -0.2], [-5.9, 6.7, -0.6], [5.0, -3.5, 0.7], [0.8, -0.5, -3.9], [-1.5, -1.4, 1.2], [1.8, 1.9, 1.2], [-3.6, -2.4, 0.1], [1.0, 1.4, -0.1], [1.5, -0.4, 0.6], [-0.8, -0.8, -0.7], [-0.5, -0.6, -0.3], [2.9, 0.8, 3.4], [0.7, 1.8, 0.3], [-0.7, -0.4, 1.4], [-1.3, -0.6, 0.1], [0.6, 0.7, -0.9], [-0.4, -1.0, 0.8], [-2.8, 2.0, 1.6], [-4.7, -1.9, -3.7], [0.3, -0.3, 0.2], [6.5, 2.2, 4.7], [0.4, 0.2, -2.3], [-2.2, -0.9, 1.0], [-1.0, 1.5, -0.1], [2.1, -1.5, 0.1], [-0.8, -0.1, -2.5], [-1.6, -0.3, 1.7], [-1.3, 1.3, -2.0], [2.5, -0.4, 0.0], [0.4, -1.7, 2.0], [1.1, 2.2, 0.1], [-1.6, -0.4, -1.8], [-1.0, -0.9, 2.3], [1.7, 1.4, 0.6], [-0.4, 0.9, -2.3], [0.1, 2.6, 0.4], [-0.3, -1.7, 1.7], [-1.6, -1.1, 1.7], [0.2, -1.5, -1.4], [2.0, 1.2, -0.4], [-0.9, 1.5, 1.9], [-2.5, -0.2, 1.2], [0.2, 2.0, -0.2], [-1.4, -2.2, 1.1], [2.2, -0.8, 1.2], [-0.8, 1.3, 0.3], [1.9, 0.9, 1.8], [1.7, 0.4, -2.1], [-0.4, -2.0, 0.3], [0.7, -0.4, 2.1], [1.1, -0.6, -1.7], [0.4, 2.6, -0.4], [0.7, -2.5, -0.6], [-1.1, -0.7, 2.2], [1.6, 1.8, -0.2], [-1.0, -1.7, -1.4], [1.3, 0.8, -1.7], [-1.0, 0.8, -2.2], [1.0, 2.2, 0.9], [-1.9, -0.1, -1.6], [0.0, 1.9, 1.6], [-0.4, -2.0, 1.6], [1.1, -1.0, -1.6], [0.6, 0.7, -2.3], [-1.5, 1.3, 0.6], [-0.9, -0.4, 2.2], [2.2, -1.1, -0.5], [0.1, 1.3, -1.8], [-2.2, 0.4, 0.8], [2.2, -0.2, -1.1], [-1.4, -1.0, -1.5], [-1.1, -1.9, 0.9], [-0.6, 0.3, -2.3], [2.5, -1.1, -0.3], [1.5, -1.3, 0.6]]}

***

(2)
{"formula": "C25H51N5O2PSSbW", "method": "wB97M-V/def2-TZVPD", "de_lowest_kcal_mol": 0.0, "multiplicity": 3, "max_force_ev_per_a": 1.21, "e_homo_ev": [-13.1, -14.5], "charge": 2, "s2": 2.02, "elements": ["W", "O", "O", "C", "C", "C", "Sb", "C", "C", "C", "C", "C", "C", "H", "H", "H", "H", "H", "H", "H", "H", "H", "H", "H", "H", "H", "H", "H", "H", "H", "H", "H", "H", "H", "N", "P", "N", "C", "C", "C", "C", "C", "N", "C", "C", "C", "C", "C", "N", "C", "C", "C", "C", "C", "H", "H", "H", "H", "H", "H", "H", "H", "H", "H", "H", "H", "H", "H", "H", "H", "H", "H", "H", "H", "H", "H", "H", "H", "H", "H", "H", "H", "H", "H", "S", "C", "N"], "positions_angstrom": [[-0.072, 0.196, -0.041], [-1.551, -0.763, -0.743], [-0.269, -1.297, -1.254], [-0.759, 3.403, -3.254], [-1.965, 3.082, -2.377], [-2.817, 1.953, -2.942], [-1.363, 2.638, -0.376], [-0.210, 4.286, 0.355], [-0.373, 4.454, 1.860], [1.251, 4.136, -0.056], [-3.134, 2.624, 0.852], [-3.934, 1.332, 0.754], [-3.973, 3.859, 0.534], [-1.097, 3.632, -4.266], [-0.077, 2.551, -3.324], [-0.198, 4.265, -2.891], [-2.573, 3.983, -2.252], [-2.239, 1.032, -3.048], [-3.179, 2.232, -3.933], [-3.687, 1.733, -2.323], [-0.641, 5.150, -0.160], [0.027, 3.592, 2.401], [-1.409, 4.596, 2.166], [0.185, 5.334, 2.186], [1.700, 3.259, 0.422], [1.820, 5.013, 0.259], [1.375, 4.028, -1.136], [-2.722, 2.712, 1.861], [-4.381, 1.200, -0.231], [-4.749, 1.363, 1.480], [-3.330, 0.449, 0.971], [-4.394, 3.803, -0.472], [-3.408, 4.790, 0.617], [-4.811, 3.923, 1.230], [1.809, 0.083, 0.008], [2.832, -1.117, -0.072], [2.397, -2.499, 0.647], [1.072, -2.790, 1.250], [1.251, -3.726, 2.434], [1.771, -5.096, 1.971], [2.614, -4.954, 0.697], [3.364, -3.632, 0.704], [3.608, -1.403, -1.464], [3.176, -2.530, -2.340], [2.754, -1.997, -3.697], [3.936, -1.328, -4.414], [4.922, -0.716, -3.408], [4.197, -0.233, -2.164], [4.171, -0.530, 0.975], [5.507, -1.082, 0.940], [6.522, -0.017, 1.353], [6.296, 0.427, 2.802], [4.821, 0.279, 3.205], [3.887, 0.434, 2.017], [0.432, -3.248, 0.492], [0.573, -1.870, 1.560], [0.294, -3.823, 2.946], [1.937, -3.266, 3.151], [0.938, -5.773, 1.786], [2.368, -5.548, 2.763], [1.990, -5.004, -0.199], [3.337, -5.765, 0.611], [4.047, -3.559, -0.140], [3.952, -3.551, 1.624], [2.355, -3.055, -1.851], [4.011, -3.228, -2.439], [1.933, -1.290, -3.546], [2.348, -2.814, -4.293], [3.563, -0.558, -5.089], [4.461, -2.054, -5.035], [5.463, 0.119, -3.853], [5.676, -1.448, -3.107], [3.408, 0.479, -2.429], [4.883, 0.278, -1.484], [5.681, -1.520, -0.041], [5.528, -1.909, 1.670], [6.428, 0.825, 0.662], [7.521, -0.425, 1.212], [6.623, 1.459, 2.923], [6.908, -0.172, 3.475], [4.540, 1.012, 3.960], [4.639, -0.703, 3.651], [4.005, 1.423, 1.541], [2.826, 0.368, 2.269], [-1.231, 0.742, 4.481], [-0.833, 0.615, 2.982], [-0.534, 0.537, 1.817]], "atomic_forces_ev_per_a": [[-0.3, -0.9, -0.8], [0.4, 0.5, 0.3], [0.2, 0.3, 0.2], [0.1, 0.0, 0.0], [0.0, 0.2, -0.1], [0.0, -0.1, 0.0], [-0.2, -0.1, 0.2], [0.0, 0.2, -0.2], [0.0, -0.1, 0.1], [0.0, -0.1, 0.0], [0.0, 0.1, 0.0], [0.1, -0.1, 0.0], [0.0, 0.0, -0.1], [0.0, 0.0, 0.0], [0.0, 0.0, 0.0], [0.0, 0.0, 0.0], [0.0, 0.0, 0.0], [0.0, 0.0, 0.0], [0.0, 0.0, 0.0], [0.0, 0.0, 0.0], [0.0, 0.0, 0.0], [0.0, 0.0, 0.0], [0.0, 0.0, 0.0], [0.0, 0.0, 0.0], [0.0, 0.0, 0.0], [0.0, 0.0, 0.0], [0.0, 0.0, 0.0], [0.0, 0.0, 0.0], [0.0, 0.0, 0.0], [0.0, 0.0, 0.0], [0.0, 0.0, 0.0], [0.0, 0.0, 0.0], [0.0, 0.0, 0.0], [0.0, 0.0, 0.0], [-0.4, -0.3, 0.1], [0.2, 0.5, 0.0], [0.1, -0.1, -0.1], [-0.2, -0.1, 0.0], [-0.1, 0.0, 0.0], [0.0, 0.0, 0.0], [0.0, 0.0, 0.0], [0.0, 0.0, 0.0], [-0.2, -0.1, 0.2], [0.0, 0.0, 0.0], [0.0, 0.0, 0.0], [0.0, 0.0, 0.0], [0.0, 0.0, 0.0], [0.0, 0.1, 0.0], [-0.1, -0.2, -0.1], [-0.1, 0.0, 0.0], [0.0, 0.0, -0.1], [0.0, 0.0, 0.0], [0.0, 0.0, 0.0], [0.0, 0.1, 0.0], [0.0, 0.0, 0.0], [0.2, 0.0, 0.1], [0.0, 0.0, 0.0], [0.0, 0.0, 0.0], [0.0, 0.0, 0.0], [0.0, 0.0, 0.0], [0.0, 0.0, 0.0], [0.0, 0.0, 0.0], [0.0, 0.0, 0.0], [0.0, 0.0, 0.0], [0.0, 0.0, -0.1], [0.0, 0.0, 0.0], [0.0, 0.0, 0.0], [0.0, 0.0, 0.0], [0.0, 0.0, 0.0], [0.0, 0.0, 0.0], [0.0, 0.0, 0.0], [0.0, 0.0, 0.0], [0.0, 0.0, 0.0], [0.0, 0.0, 0.0], [0.0, 0.0, 0.0], [0.0, 0.0, 0.0], [0.0, 0.0, 0.0], [0.0, 0.0, 0.0], [0.0, 0.0, 0.0], [0.0, 0.0, 0.0], [0.0, 0.0, 0.0], [0.0, 0.0, 0.0], [0.0, 0.0, 0.0], [0.0, 0.0, 0.0], [0.0, 0.0, 0.0], [-0.1, 0.0, 0.0], [0.0, 0.1, 0.1]]}